Computed, not measured: a molecular structure, C23H31N9O2PdS in a non-equilibrium geometry, with ωB97M-V/def2-TZVPD.

The geometry in XYZ format:
```
67
Properties=species:S:1:pos:R:3:nbo_charge:R:1
Pd -0.85 1.72 0.31 0.962
N 1.06 2.39 1.06 -0.779
C 1.92 1.17 1.11 -0.181
C 3.09 1.25 2.11 -0.430
C 4.50 1.21 1.48 -0.405
C 4.98 -0.21 1.17 -0.217
N 4.08 -0.93 0.26 -0.590
C 4.22 -1.09 -1.04 0.676
N 5.31 -0.68 -1.69 -0.775
N 3.24 -1.67 -1.73 -0.757
C 1.02 -0.02 1.41 0.822
O 1.51 -1.15 1.43 -0.688
O -0.23 0.22 1.64 -0.754
H 1.55 3.16 0.62 0.401
H 0.85 2.67 2.01 0.407
H 2.30 1.00 0.10 0.237
H 3.01 0.44 2.84 0.239
H 2.99 2.18 2.68 0.228
H 5.21 1.64 2.19 0.243
H 4.53 1.82 0.57 0.201
H 5.03 -0.79 2.09 0.231
H 5.99 -0.19 0.75 0.206
H 3.16 -1.18 0.66 0.453
H 6.09 -0.29 -1.20 0.421
H 5.45 -0.90 -2.66 0.425
H 2.38 -1.92 -1.27 0.432
H 3.29 -1.81 -2.72 0.426
C -5.83 -1.11 0.87 -0.143
C -6.10 0.18 1.33 -0.191
C -5.17 1.19 1.18 -0.196
C -3.95 0.88 0.56 0.128
C -3.68 -0.39 0.08 -0.208
C -4.63 -1.39 0.24 -0.206
N -2.97 1.86 0.28 -0.155
N -3.34 3.03 0.32 -0.125
C -2.39 3.91 -0.25 0.281
C -2.74 5.22 -0.51 -0.187
C -1.84 6.02 -1.19 -0.113
C -0.63 5.50 -1.60 -0.218
C -0.33 4.18 -1.29 0.058
N -1.18 3.42 -0.62 -0.410
H -6.57 -1.88 0.99 0.238
H -7.05 0.40 1.82 0.242
H -5.36 2.19 1.52 0.244
H -2.77 -0.55 -0.48 0.229
H -4.43 -2.38 -0.14 0.228
H -3.71 5.57 -0.19 0.266
H -2.09 7.05 -1.42 0.256
H 0.08 6.10 -2.16 0.257
H 0.60 3.72 -1.60 0.225
C -1.36 -3.70 1.70 -0.666
C -0.92 -3.42 0.30 0.322
C -0.73 -4.37 -0.67 -0.336
C -0.20 -3.95 -1.90 0.345
N 0.06 -2.67 -2.17 -0.517
C -0.23 -1.73 -1.25 0.289
S -0.02 -0.08 -1.61 -0.363
N -0.68 -2.13 -0.03 -0.551
C 0.10 -4.95 -2.97 -0.666
H -1.47 -4.77 1.87 0.250
H -2.32 -3.21 1.91 0.247
H -0.62 -3.30 2.40 0.256
H -0.93 -5.41 -0.47 0.249
H -0.72 -1.43 0.70 0.462
H 0.76 -5.74 -2.58 0.244
H 0.56 -4.47 -3.83 0.246
H -0.83 -5.44 -3.29 0.255
```

orbital gap: 0.24085 Ha
E_LUMO: -6.6 eV
charge: +2
energy: -2063.98209 Ha


Computed, not measured: C23H31NO3 in the gas phase, with ωB97M-V/def2-TZVPD.

The geometry in XYZ format:
```
58
Properties=species:S:1:pos:R:3:nbo_charge:R:1
C -0.90 -4.39 -1.04 -0.255
H -1.55 -3.51 -1.10 0.186
O 0.06 -4.25 -0.02 -0.498
C 0.90 -3.18 -0.07 0.297
C 0.97 -2.26 -1.11 -0.252
C 1.84 -1.19 -1.03 -0.209
C 2.66 -1.00 0.07 -0.062
C 2.60 -1.94 1.10 -0.189
C 1.74 -3.02 1.03 -0.263
H 1.69 -3.74 1.83 0.224
H 3.23 -1.81 1.97 0.212
C 3.50 0.24 0.19 -0.044
N 2.64 1.41 0.04 -0.462
C 1.86 1.75 1.20 -0.227
H 1.63 0.82 1.73 0.210
C 0.54 2.45 0.85 0.057
O 0.80 3.83 0.74 -0.724
H -0.01 4.28 0.48 0.471
C -0.07 1.89 -0.45 -0.102
O -1.47 1.74 -0.39 -0.526
C -2.01 0.59 0.11 0.373
C -1.27 -0.39 0.76 -0.321
C -1.89 -1.54 1.23 -0.197
C -3.25 -1.71 1.07 -0.246
C -3.99 -0.72 0.43 -0.198
C -3.39 0.42 -0.06 -0.075
C -4.19 1.52 -0.73 -0.246
C -5.32 0.99 -1.60 -0.599
H -4.96 0.22 -2.28 0.211
H -5.74 1.80 -2.19 0.210
H -6.12 0.57 -1.00 0.197
C -4.74 2.47 0.34 -0.591
H -3.92 2.89 0.93 0.211
H -5.29 3.28 -0.12 0.204
H -5.41 1.94 1.02 0.201
H -3.50 2.08 -1.36 0.222
H -5.05 -0.86 0.32 0.209
H -3.74 -2.60 1.44 0.211
H -1.30 -2.29 1.73 0.218
H -0.21 -0.28 0.91 0.224
H 0.11 2.60 -1.26 0.200
H 0.41 0.94 -0.72 0.208
H -0.17 2.28 1.67 0.173
H 2.41 2.41 1.90 0.190
C 3.39 2.50 -0.58 -0.216
C 4.79 1.93 -0.87 -0.412
H 5.47 2.18 -0.05 0.200
H 5.21 2.32 -1.79 0.215
C 4.55 0.43 -0.90 -0.398
H 4.13 0.13 -1.87 0.203
H 5.45 -0.15 -0.71 0.218
H 2.89 2.79 -1.51 0.183
H 3.42 3.38 0.07 0.199
H 4.00 0.24 1.18 0.171
H 1.88 -0.48 -1.84 0.218
H 0.34 -2.37 -1.98 0.215
H -0.43 -4.57 -2.01 0.173
H -1.49 -5.26 -0.76 0.199
```

orbital gap: 0.32735 Ha
E_LUMO: 0.8 eV
SMILES: COc1ccc([C@H]2CCCN2C[C@@H](O)COc2ccccc2C(C)C)cc1
energy: -1175.47587 Ha


Relative energy (zero: lowest compared OMol25 entry of this formula, charge and spin)
In order: 0.0, 7.5
Unit: kcal per mole